No. 1
A structure of composition C33H38AsF6IrNO4P2S4Si2 in a non-equilibrium geometry. Source: the OMol25 dataset; level of theory: wB97M-V/def2-TZVPD.

The geometry in ORCA input format:
```
! RIJCOSX wB97M-V def2-TZVPD def2/J DEFGRID3
* xyz -1 5
Ir -1.273 -0.580 0.631
S 0.203 2.729 -0.910
P 1.478 1.213 -0.713
C 0.612 -0.267 -0.261
P 1.283 -1.895 -0.409
S -0.415 -2.962 -0.319
C 2.230 -2.361 -1.894
C 3.619 -2.264 -1.946
C 4.298 -2.579 -3.111
C 3.599 -2.997 -4.235
C 2.214 -3.091 -4.190
C 1.532 -2.767 -3.030
C 2.399 -2.401 0.943
C 2.936 -3.689 0.914
C 3.698 -4.148 1.974
C 3.915 -3.331 3.077
C 3.370 -2.058 3.114
C 2.613 -1.592 2.049
C 2.410 1.159 -2.276
C 1.801 0.574 -3.383
C 2.417 0.619 -4.622
C 3.638 1.261 -4.770
C 4.220 1.896 -3.683
C 3.604 1.857 -2.442
C 2.725 1.577 0.563
C 2.314 2.281 1.692
C 3.171 2.433 2.770
C 4.448 1.888 2.727
C 4.863 1.189 1.603
C 4.003 1.017 0.532
H 4.168 -1.954 -1.065
H 5.378 -2.506 -3.143
H 4.134 -3.254 -5.140
H 1.669 -3.424 -5.066
H 0.452 -2.844 -2.969
H 2.741 -4.329 0.061
H 4.112 -5.148 1.953
H 4.499 -3.694 3.914
H 3.518 -1.423 3.979
H 2.162 -0.614 2.086
H 0.837 0.100 -3.249
H 1.943 0.157 -5.479
H 4.129 1.284 -5.735
H 5.151 2.438 -3.802
H 4.040 2.389 -1.607
H 1.316 2.705 1.698
H 2.843 2.977 3.647
H 5.115 1.995 3.574
H 5.856 0.757 1.568
H 4.319 0.443 -0.329
F -0.960 -0.601 5.716
C -1.746 -1.321 4.909
F -3.015 -0.942 5.123
F -1.628 -2.603 5.257
S -1.316 -1.026 3.123
O -1.754 0.347 2.968
O 0.080 -1.328 3.094
N -2.230 -2.140 2.482
S -3.460 -1.862 1.548
O -3.654 -2.857 0.545
O -3.734 -0.480 1.217
C -4.864 -2.220 2.743
F -5.233 -1.105 3.382
F -4.512 -3.130 3.658
F -5.936 -2.687 2.093
C -1.440 3.465 2.082
Si -2.882 2.881 1.007
C -4.309 2.425 2.161
C -3.407 4.380 -0.055
As -2.170 1.312 -0.618
Si -4.116 0.803 -1.907
C -4.017 -0.945 -2.611
C -4.074 1.955 -3.425
C -5.773 1.091 -1.028
H -1.770 4.218 2.802
H -0.652 3.893 1.462
H -1.031 2.620 2.640
H -4.621 3.288 2.754
H -3.977 1.640 2.839
H -5.173 2.046 1.614
H -3.661 5.257 0.545
H -4.263 4.135 -0.689
H -2.572 4.637 -0.711
H -3.063 -1.087 -3.125
H -4.824 -1.130 -3.325
H -4.079 -1.689 -1.823
H -3.153 1.785 -3.988
H -4.086 3.006 -3.129
H -4.919 1.772 -4.093
H -5.828 0.454 -0.145
H -6.615 0.848 -1.680
H -5.871 2.129 -0.704
*
```

Properties
LUMO level (alpha / beta) in eV: 2.37 / 1.50
Gap between HOMO and LUMO (alpha / beta) in eV: 5.46 / 6.60
Maximum force in eV/A: 3.6
Energy relative to the best compared isomer or geometry (same formula, charge and spin) in kcal/mol: 0.0

No. 2
A structure of composition C13H23BN6OsSi in a non-equilibrium geometry. Source: the OMol25 dataset; level of theory: wB97M-V/def2-TZVPD.

The geometry in ORCA input format:
```
! RIJCOSX wB97M-V def2-TZVPD def2/J DEFGRID3
* xyz 2 5
H -2.901 -0.838 0.808
N -1.547 -0.450 -0.790
B -0.572 -0.003 -3.062
N -1.779 -0.184 -2.125
C -3.101 -0.227 -2.390
Os 0.709 -0.451 0.044
H -3.480 -0.064 -3.389
C -3.765 -0.507 -1.211
H -4.829 -0.604 -1.081
C -2.762 -0.635 -0.238
H -0.903 0.127 -4.200
C 2.334 -1.076 0.832
H 1.737 -1.640 1.545
H 2.998 -0.440 1.397
H 3.026 -1.771 0.378
N 0.298 -1.270 -2.826
N 0.229 1.206 -2.536
N 0.860 -1.542 -1.528
N 0.739 1.202 -1.248
C 0.693 -2.219 -3.685
C 0.685 2.296 -3.176
H 0.403 -2.146 -4.722
H 0.472 2.455 -4.225
C 1.445 -3.169 -3.001
C 1.419 3.058 -2.284
C 1.494 -2.743 -1.664
C 1.389 2.374 -1.067
H 1.908 -4.054 -3.382
H 1.927 3.982 -2.475
H 1.980 -3.179 -0.799
H 1.812 2.630 -0.109
H 2.135 -0.122 -0.425
C 1.368 1.520 2.734
Si -0.033 0.418 2.104
C -0.268 -1.075 3.268
C -1.598 1.454 2.253
H 2.333 1.004 2.754
H 1.124 1.832 3.756
H 1.460 2.417 2.111
H -0.398 -0.711 4.297
H -1.163 -1.649 2.995
H 0.595 -1.753 3.258
H -1.697 1.836 3.280
H -1.558 2.325 1.588
H -2.516 0.901 2.021
*
```

Properties
LUMO level (alpha / beta) in eV: -6.92 / -10.81
Gap between HOMO and LUMO (alpha / beta) in eV: 8.39 / 4.73
Maximum force in eV/A: 7.5
Energy relative to the best compared isomer or geometry (same formula, charge and spin) in kcal/mol: 0.0

No. 3
A cluster of 11 separate species, C16H56N2O13 in total in a non-equilibrium geometry. Source: the OMol25 dataset; level of theory: wB97M-V/def2-TZVPD.

The geometry in ORCA input format:
```
! RIJCOSX wB97M-V def2-TZVPD def2/J DEFGRID3
* xyz 0 1
C 10.304 3.146 -4.304
O 8.993 2.650 -4.411
C 8.007 3.480 -4.991
C 7.268 2.735 -6.161
N 6.107 2.019 -5.661
C 6.406 0.880 -4.827
C 4.992 0.379 -4.340
O 4.319 -0.238 -5.334
C 3.006 -0.768 -4.888
H 10.602 3.406 -5.320
H 10.952 2.371 -3.896
H 10.204 4.039 -3.687
H 8.576 4.238 -5.529
H 7.465 4.162 -4.336
H 7.967 2.207 -6.809
H 6.931 3.543 -6.810
H 5.321 1.940 -6.290
H 6.984 1.221 -3.968
H 6.942 0.064 -5.311
H 4.432 1.158 -3.823
H 5.252 -0.389 -3.612
H 2.482 -1.128 -5.774
H 2.365 0.002 -4.458
H 3.051 -1.603 -4.189
C -9.948 3.558 5.312
O -8.874 3.169 4.512
C -8.483 4.062 3.514
C -7.702 3.142 2.477
N -6.870 2.128 3.091
C -5.684 2.802 3.703
C -4.393 2.010 3.726
O -4.548 1.085 4.745
C -3.311 0.590 5.161
H -10.678 2.765 5.475
H -10.475 4.451 4.976
H -9.552 3.805 6.297
H -7.804 4.830 3.885
H -9.366 4.493 3.043
H -7.172 3.797 1.785
H -8.458 2.700 1.827
H -7.586 1.877 3.758
H -5.875 3.136 4.723
H -5.484 3.677 3.084
H -3.554 2.705 3.742
H -4.381 1.500 2.762
H -2.807 1.070 6.000
H -2.539 0.569 4.392
H -3.563 -0.448 5.376
C -1.223 -6.693 4.237
C 0.199 -6.410 3.939
O 0.710 -5.602 4.991
H -1.924 -5.865 4.342
H -1.297 -7.041 5.267
H -1.571 -7.599 3.742
H 0.203 -5.900 2.976
H 0.691 -7.383 3.963
H 0.460 -6.064 5.794
C -0.771 -0.225 -0.246
C 0.076 -1.477 -0.193
O 1.431 -1.356 -0.407
H -1.827 -0.429 -0.424
H -0.458 0.275 -1.162
H -0.657 0.475 0.581
H -0.273 -2.230 -0.900
H -0.061 -1.740 0.856
H 1.840 -2.220 -0.491
O -4.659 2.949 -2.086
H -3.833 2.885 -2.565
H -4.695 3.858 -1.789
O -1.140 3.264 -3.942
H -0.352 2.955 -3.495
H -1.071 4.219 -3.918
O 3.285 0.432 2.333
H 3.259 0.492 1.378
H 3.284 -0.508 2.514
O -5.051 -2.606 -1.976
H -5.952 -2.621 -1.651
H -4.849 -1.676 -2.079
O 0.836 -7.449 -1.102
H 0.962 -7.866 -1.954
H 0.062 -6.897 -1.217
O 4.170 -4.929 -0.506
H 3.701 -5.760 -0.426
H 4.475 -4.913 -1.414
O 4.315 -3.541 2.987
H 4.350 -3.822 2.072
H 3.533 -3.967 3.339
*
```

Properties
LUMO level in eV: 0.04
Gap between HOMO and LUMO in eV: 8.37
Maximum force in eV/A: 3.8
Structure (SMILES): COCCNCCOC.COCCNCCOC.CCO.CCO.O.O.O.O.O.O.O

No. 4
A structure of composition C7H12O3 in a non-equilibrium geometry. Source: the OMol25 dataset; level of theory: wB97M-V/def2-TZVPD.

The geometry in ORCA input format:
```
! RIJCOSX wB97M-V def2-TZVPD def2/J DEFGRID3
* xyz 0 1
C 1.761 -0.588 0.052
C -0.997 -0.199 -0.831
C -1.688 -1.450 -0.286
C -0.881 0.913 0.777
C 0.886 0.562 -0.468
C -1.839 1.258 1.607
C 1.260 1.341 -1.528
O 0.374 1.321 0.658
O 2.987 -0.101 0.526
O 1.079 -1.282 1.065
H 2.801 0.621 1.143
H 1.727 -1.824 1.531
H 2.004 -1.245 -0.792
H -0.456 -0.531 -1.725
H -1.688 0.491 -1.319
H -2.828 0.832 1.527
H -1.624 1.878 2.470
H 1.532 0.890 -2.470
H 1.168 2.412 -1.472
H -2.092 -2.033 -1.118
H -2.508 -1.205 0.386
H -0.981 -2.063 0.266
*
```

Properties
LUMO level in eV: 0.31
Gap between HOMO and LUMO in eV: 8.65
Maximum force in eV/A: 4.4
Energy relative to the best compared isomer or geometry (same formula, charge and spin) in kcal/mol: 133.4

No. 5
A cluster of 2 separate species, C31H49Cl2O3PSi in total. Source: the OMol25 dataset; level of theory: wB97M-V/def2-TZVPD.

The geometry in ORCA input format:
```
! RIJCOSX wB97M-V def2-TZVPD def2/J DEFGRID3
* xyz 0 1
C 4.960 -3.417 4.723
C 4.787 -2.783 3.350
Cl 3.464 -3.572 2.445
C 4.586 -1.260 3.438
Cl 3.007 -0.835 4.135
C 4.910 -0.547 2.141
C 6.184 -0.352 1.808
C 6.599 0.276 0.525
O 7.754 0.160 0.181
C 5.570 1.040 -0.257
P 6.023 2.229 -1.580
C 5.036 1.602 -3.020
C 7.708 1.782 -2.164
C 4.277 0.906 0.117
C 3.134 1.680 -0.482
C 2.292 2.428 0.567
C 1.250 3.336 -0.104
C -0.059 2.591 -0.396
C -0.899 2.350 0.875
C -2.296 2.981 0.832
C -3.203 2.430 -0.272
C -3.490 0.924 -0.160
Si -4.497 0.369 1.339
C -5.668 1.745 1.860
C -3.318 -0.063 2.737
C -5.473 -1.156 0.838
C -6.288 -1.124 -0.300
C -6.965 -2.256 -0.737
C -6.856 -3.446 -0.025
C -6.065 -3.497 1.117
C -5.378 -2.363 1.540
C 3.874 -0.093 1.163
O 2.752 -0.543 1.167
H 4.861 -4.499 4.661
H 5.952 -3.179 5.111
H 4.204 -3.046 5.415
H 5.680 -2.953 2.746
H 5.308 -0.905 4.177
H 6.999 -0.676 2.451
H 5.704 1.522 -3.878
H 4.562 0.639 -2.831
H 4.271 2.340 -3.263
H 8.460 2.338 -1.608
H 7.920 0.719 -2.112
H 7.761 2.091 -3.211
H 2.489 0.986 -1.031
H 3.518 2.429 -1.174
H 1.766 1.708 1.195
H 2.963 3.032 1.183
H 1.654 3.733 -1.043
H 1.041 4.205 0.526
H 0.195 1.627 -0.849
H -0.639 3.168 -1.120
H -0.365 2.758 1.739
H -1.011 1.280 1.067
H -2.764 2.827 1.812
H -2.198 4.067 0.713
H -2.729 2.619 -1.240
H -4.144 2.989 -0.270
H -4.014 0.605 -1.067
H -2.542 0.375 -0.182
H -5.081 2.571 2.268
H -6.348 1.382 2.634
H -6.252 2.117 1.015
H -3.784 -0.624 3.548
H -2.505 -0.663 2.319
H -2.874 0.845 3.154
H -6.383 -0.205 -0.871
H -7.574 -2.222 -1.632
H -7.379 -4.337 -0.348
H -5.976 -4.426 1.669
H -4.748 -2.410 2.422
C -2.080 -2.846 -1.926
C -3.183 -2.020 -2.563
O -2.777 -0.722 -2.964
C -1.740 -0.660 -3.925
C -2.071 -1.337 -5.244
H -1.661 -2.323 -1.064
H -2.483 -3.802 -1.589
H -1.266 -3.057 -2.622
H -3.978 -1.851 -1.835
H -3.634 -2.561 -3.403
H -0.808 -1.064 -3.513
H -1.578 0.406 -4.090
H -2.224 -2.410 -5.129
H -1.251 -1.193 -5.949
H -2.978 -0.910 -5.676
*
```

Properties
LUMO level in eV: -1.27
Gap between HOMO and LUMO in eV: 7.20
Maximum force in eV/A: 0.4
Structure (SMILES): C[C@@H](Cl)[C@H](Cl)C1=CC(=O)C(P(C)C)=C(CCCCCCCC[Si](C)(C)c2ccccc2)C1=O.CCOCC

No. 6
An isolated molecule of C7H12N3O2P in a non-equilibrium geometry. Source: the OMol25 dataset; level of theory: wB97M-V/def2-TZVPD.

The geometry in ORCA input format:
```
! RIJCOSX wB97M-V def2-TZVPD def2/J DEFGRID3
* xyz 0 1
C -0.371 -1.984 0.112
C -1.087 -0.872 0.025
C -2.621 -0.820 0.012
C 1.099 -1.983 0.140
C 1.741 -0.683 0.771
C 2.123 0.392 -0.278
C 0.940 0.731 -1.002
N -3.002 0.213 0.658
N -1.521 1.865 -1.207
N 0.063 1.954 1.118
O -3.156 -1.728 -0.535
O -2.045 1.023 1.119
P -0.603 1.010 0.020
H -0.906 -2.887 0.192
H 1.478 -2.789 0.681
H 1.600 -1.949 -0.850
H 0.817 -0.343 1.346
H 2.544 -1.083 1.323
H 2.475 1.111 0.351
H 2.800 0.060 -1.019
H 0.817 0.142 -2.041
H -2.542 1.684 -1.400
H -0.967 1.808 -2.052
H -0.506 2.496 1.716
H 0.831 2.630 0.801
*
```

Properties
LUMO level (alpha / beta) in eV: -1.51 / -0.48
Gap between HOMO and LUMO (alpha / beta) in eV: 6.61 / 8.35
Maximum force in eV/A: 7.1
Energy relative to the best compared isomer or geometry (same formula, charge and spin) in kcal/mol: 71.1

No. 7
A structure of composition C7H19ClFO6PS2. Source: the OMol25 dataset; level of theory: wB97M-V/def2-TZVPD.

The geometry in ORCA input format:
```
! RIJCOSX wB97M-V def2-TZVPD def2/J DEFGRID3
* xyz 0 1
C 0.496 -2.497 1.555
C -0.402 -1.292 1.850
C -1.428 -1.049 0.760
F -1.090 0.057 0.025
O -2.728 -0.739 1.278
P -3.721 -1.896 1.689
O -3.231 -3.243 1.429
O -4.166 -1.540 3.166
O -5.096 -1.426 0.989
Cl -5.479 -2.187 -0.454
H 0.914 -2.902 2.476
H -0.051 -3.283 1.038
H 1.309 -2.150 0.922
H 0.202 -0.385 1.899
H -0.913 -1.377 2.811
H -1.512 -1.879 0.060
H -3.517 -1.869 3.800
C 3.618 0.042 -1.361
S 2.299 -0.821 -2.219
O 1.819 -1.889 -1.299
C 3.339 -1.635 -3.436
H 3.162 0.584 -0.534
H 4.336 -0.688 -0.987
H 4.092 0.749 -2.041
H 4.080 -2.245 -2.920
H 3.818 -0.885 -4.065
H 2.692 -2.266 -4.041
C -0.495 4.526 0.929
S 0.228 3.066 0.169
O 1.685 3.337 0.029
C -0.494 3.315 -1.456
H -0.132 4.569 1.953
H -0.174 5.412 0.381
H -1.581 4.436 0.926
H -0.188 4.288 -1.837
H -1.579 3.241 -1.386
H -0.115 2.522 -2.098
*
```

Properties
LUMO level in eV: -0.20
Gap between HOMO and LUMO in eV: 8.74
Maximum force in eV/A: 0.4

No. 8
An isolated molecule of C11H12N2O in a non-equilibrium geometry. Source: the OMol25 dataset; level of theory: wB97M-V/def2-TZVPD.

The geometry in ORCA input format:
```
! RIJCOSX wB97M-V def2-TZVPD def2/J DEFGRID3
* xyz 0 1
N 0.735 0.938 3.657
C 0.339 1.988 2.563
C -1.059 1.679 1.868
C -1.024 0.459 1.057
C -1.894 -0.703 1.541
C -1.896 -1.914 0.736
C -1.134 -2.018 -0.418
C -0.212 -1.065 -0.873
N 0.228 -1.295 -2.181
C 1.252 -0.367 -2.786
O 2.354 -0.556 -3.503
C 1.341 0.879 -2.023
C 0.827 1.133 -0.859
C -0.185 0.185 -0.273
H 0.746 -0.155 3.553
H -0.013 0.860 4.293
H 1.365 2.343 2.022
H -0.085 2.755 3.265
H -1.832 1.576 2.628
H -1.143 2.643 1.352
H -2.526 -0.460 2.307
H -2.572 -2.789 0.723
H -1.096 -2.867 -0.841
H 0.213 -2.210 -2.382
H 2.192 1.659 -2.309
H 1.046 2.051 -0.111
*
```

Properties
LUMO level in eV: -0.10
Gap between HOMO and LUMO in eV: 8.58
Maximum force in eV/A: 7.1
Energy relative to the best compared isomer or geometry (same formula, charge and spin) in kcal/mol: 134.5
Structure (SMILES): NCCc1cccc2[nH]c(=O)ccc12